Formula: C32H65BO39S9
Source: the OMol25 dataset
Level of theory: ωB97M-V/def2-TZVPD

Each atom is followed by the atoms it is bonded to, with distances in Å.
Element x y z (Å)
1 C 5.1079 0.9708 3.7836  C2 1.502, H19 1.086, H20 1.093, H21 1.088
2 C 5.0046 -0.3707 3.1155  C1 1.502, O3 1.203, O4 1.333
3 O 4.2326 -1.2102 3.4989  C2 1.203
4 O 5.8397 -0.5344 2.0891  C2 1.333, C5 1.446
5 C 5.5678 -1.6809 1.2509  O4 1.446, C6 1.524, H22 1.090, H23 1.089
6 C 4.3829 -1.4386 0.3242  C5 1.524, C7 1.545, H24 1.090, H25 1.093
7 C 4.4184 -2.4259 -0.8641  C6 1.545, C8 1.544, H26 1.093, H27 1.094
8 C 3.3201 -3.5109 -0.8694  C7 1.544, C9 1.547, H28 1.093, H29 1.091
9 C 3.0219 -4.1470 0.5086  C8 1.547, C10 1.552, H30 1.093, H31 1.090
10 C 1.5487 -4.0016 0.9735  C9 1.552, C11 1.551, H32 1.091, H33 1.092
11 C 1.3499 -3.2483 2.3147  C10 1.551, C12 1.542, H34 1.094, H35 1.090
12 C 0.6345 -1.9118 2.0303  C11 1.542, B13 1.565, H36 1.096, H37 1.100
13 B 0.4491 -0.9179 3.2248  C12 1.565, C14 1.574, H38 1.198
14 C -0.3983 0.3919 3.0145  B13 1.574, C15 1.547, H39 1.099, H40 1.092
15 C -0.3180 1.0394 1.6118  C14 1.547, C16 1.554, H41 1.091, H42 1.090
16 C 0.7366 2.1788 1.5338  C15 1.554, C17 1.540, H43 1.090, H44 1.090
17 C 1.8244 1.9252 0.4731  C16 1.540, O18 1.435, H45 1.091, H46 1.093
18 O 3.0854 1.6480 1.0988  C17 1.435, H47 0.965
19 H 4.7690 0.8606 4.8100  C1 1.086
20 H 4.4201 1.6548 3.2810  C1 1.093
21 H 6.1102 1.3889 3.7178  C1 1.088
22 H 6.4706 -1.8036 0.6527  C5 1.090
23 H 5.4330 -2.5879 1.8382  C5 1.089
24 H 4.4046 -0.4099 -0.0354  C6 1.090
25 H 3.4741 -1.5719 0.9163  C6 1.093
26 H 5.4161 -2.8540 -0.9867  C7 1.093
27 H 4.2585 -1.8156 -1.7579  C7 1.094
28 H 3.6667 -4.3022 -1.5383  C8 1.093
29 H 2.4292 -3.0963 -1.3438  C8 1.091
30 H 3.2253 -5.2169 0.4184  C9 1.093
31 H 3.6984 -3.7860 1.2840  C9 1.090
32 H 1.0225 -4.9570 0.9711  C10 1.091
33 H 1.0499 -3.3991 0.2118  C10 1.092
34 H 0.6643 -3.8411 2.9268  C11 1.094
35 H 2.2897 -3.0992 2.8457  C11 1.090
36 H -0.3591 -2.1286 1.6210  C12 1.096
37 H 1.2325 -1.3803 1.2749  C12 1.100
38 H 0.8930 -1.1274 4.3175  B13 1.198
39 H -1.4502 0.1335 3.1985  C14 1.099
40 H -0.1385 1.1661 3.7391  C14 1.092
41 H -0.1249 0.3348 0.8013  C15 1.091
42 H -1.2905 1.4799 1.3941  C15 1.090
43 H 0.2130 3.0932 1.2550  C16 1.090
44 H 1.2189 2.2799 2.5061  C16 1.090
45 H 1.9825 2.8536 -0.0768  C17 1.091
46 H 1.5264 1.1541 -0.2427  C17 1.093
47 H 2.9464 0.8799 1.6663  O18 0.965
48 C 4.5072 3.9791 -0.9769  C49 1.511, O54 1.438, H55 1.092, H56 1.083
49 C 5.8398 4.3027 -0.3420  C48 1.511, O50 1.439, H57 1.086, H58 1.091
50 O 6.4809 5.1685 -1.2959  C49 1.439, S51 1.596
51 S 5.3814 6.0542 -2.0396  O50 1.596, O52 1.416, O53 1.423, O54 1.595
52 O 5.3024 7.3294 -1.4284  S51 1.416
53 O 5.5866 5.9227 -3.4412  S51 1.423
54 O 4.1013 5.2051 -1.6100  C48 1.438, S51 1.595
55 H 4.6104 3.2120 -1.7469  C48 1.092
56 H 3.7705 3.6595 -0.2498  C48 1.083
57 H 6.4459 3.4199 -0.1627  C49 1.086
58 H 5.7161 4.8537 0.5919  C49 1.091
59 C -5.2765 2.7006 5.4983  C60 1.515, O65 1.432, H66 1.092, H67 1.087
60 C -5.0705 1.2051 5.6279  C59 1.515, O61 1.431, H68 1.086, H69 1.092
61 O -3.7528 0.9846 5.1148  C60 1.431, S62 1.604
62 S -2.8243 2.2500 5.4468  O61 1.604, O63 1.413, O64 1.417, O65 1.606
63 O -2.0694 1.9772 6.6100  S62 1.413
64 O -2.2155 2.6840 4.2427  S62 1.417
65 O -4.0048 3.2707 5.8277  C59 1.432, S62 1.606
66 H -5.5254 2.9809 4.4724  C59 1.092
67 H -6.0395 3.0789 6.1733  C59 1.087
68 H -5.7943 0.6286 5.0587  C60 1.086
69 H -5.0913 0.8875 6.6726  C60 1.092
70 C 2.4469 4.5155 7.8711  C71 1.515, O76 1.431, H77 1.092, H78 1.087
71 C 3.2503 4.4068 6.5918  C70 1.515, O72 1.431, H79 1.087, H80 1.092
72 O 2.4226 3.6293 5.7208  C71 1.431, S73 1.609
73 S 0.8728 3.9406 6.0212  O72 1.609, O74 1.419, O75 1.415, O76 1.604
74 O 0.4086 4.9075 5.0926  S73 1.419
75 O 0.1946 2.7158 6.2255  S73 1.415
76 O 1.0936 4.6712 7.4318  C70 1.431, S73 1.604
77 H 2.5143 3.6024 8.4659  C70 1.092
78 H 2.7409 5.3672 8.4786  C70 1.087
79 H 4.2081 3.9144 6.7364  C71 1.087
80 H 3.4086 5.3864 6.1350  C71 1.092
81 C -1.9525 -3.8113 -1.8786  C82 1.507, O87 1.435, H88 1.093, H89 1.087
82 C -2.5043 -5.2113 -1.9585  C81 1.507, O83 1.452, H90 1.079, H91 1.090
83 O -1.6119 -5.9077 -2.8671  C82 1.452, S84 1.594
84 S -0.1404 -5.3201 -2.6954  O83 1.594, O85 1.421, O86 1.419, O87 1.598
85 O 0.5879 -6.1576 -1.8072  S84 1.421
86 O 0.3620 -4.9577 -3.9721  S84 1.419
87 O -0.5294 -3.9950 -1.8913  C81 1.435, S84 1.598
88 H -2.2355 -3.2161 -2.7499  C81 1.093
89 H -2.2580 -3.2942 -0.9731  C81 1.087
90 H -3.5177 -5.2370 -2.3282  C82 1.079
91 H -2.4577 -5.7124 -0.9916  C82 1.090
92 C -8.2154 -4.0616 -3.4490  C93 1.512, O98 1.440, H99 1.091, H100 1.086
93 C -7.0343 -3.5181 -4.2209  C92 1.512, O94 1.432, H101 1.086, H102 1.092
94 O -6.2024 -2.9131 -3.2247  C93 1.432, S95 1.596
95 S -6.3293 -3.7190 -1.8535  O94 1.596, O96 1.422, O97 1.414, O98 1.600
96 O -5.2341 -4.6213 -1.7601  S95 1.422
97 O -6.6302 -2.8062 -0.8160  S95 1.414
98 O -7.6393 -4.5584 -2.2267  C92 1.440, S95 1.600
99 H -8.9270 -3.2739 -3.1964  C92 1.091
100 H -8.7315 -4.8576 -3.9777  C92 1.086
101 H -7.3204 -2.7840 -4.9679  C93 1.086
102 H -6.4699 -4.3217 -4.6991  C93 1.092
103 C -5.8637 0.6308 -5.3237  C104 1.514, O109 1.438, H110 1.092, H111 1.086
104 C -5.1327 0.5764 -6.6490  C103 1.514, O105 1.437, H112 1.086, H113 1.092
105 O -6.0250 -0.1429 -7.5159  C104 1.437, S106 1.598
106 S -7.5393 0.1811 -7.1201  O105 1.598, O107 1.416, O108 1.421, O109 1.599
107 O -8.0425 1.1913 -7.9760  S106 1.416
108 O -8.2240 -1.0495 -6.9333  S106 1.421
109 O -7.2407 0.8289 -5.6890  C103 1.438, S106 1.599
110 H -5.7824 -0.3111 -4.7783  C103 1.092
111 H -5.5253 1.4420 -4.6864  C103 1.086
112 H -4.1791 0.0611 -6.5828  C104 1.086
113 H -4.9806 1.5737 -7.0664  C104 1.092
114 C -4.2271 3.7540 -0.6531  C115 1.514, O120 1.435, H121 1.092, H122 1.086
115 C -3.6590 3.8614 -2.0525  C114 1.514, O116 1.435, H123 1.086, H124 1.092
116 O -2.9329 2.6371 -2.2314  C115 1.435, S117 1.603
117 S -3.6615 1.4545 -1.4319  O116 1.603, O118 1.421, O119 1.416, O120 1.598
118 O -4.4830 0.7254 -2.3328  S117 1.421
119 O -2.6975 0.8172 -0.6136  S117 1.416
120 O -4.6019 2.3751 -0.5258  C114 1.435, S117 1.598
121 H -3.4744 3.9779 0.1053  C114 1.092
122 H -5.0942 4.3911 -0.5031  C114 1.086
123 H -2.9947 4.7119 -2.1746  C115 1.086
124 H -4.4508 3.9059 -2.8035  C115 1.092
125 C 6.5643 4.0916 -6.5578  C126 1.512, O131 1.435, H132 1.092, H133 1.086
126 C 7.0767 5.3936 -5.9843  C125 1.512, O127 1.439, H134 1.080, H135 1.091
127 O 8.4163 5.4980 -6.5005  C126 1.439, S128 1.596
128 S 8.4904 4.8396 -7.9528  O127 1.596, O129 1.419, O130 1.418, O131 1.601
129 O 8.3741 5.8527 -8.9389  S128 1.419
130 O 9.5620 3.9112 -7.9693  S128 1.418
131 O 7.1010 4.0459 -7.8876  C125 1.435, S128 1.601
132 H 6.9462 3.2319 -6.0033  C125 1.092
133 H 5.4794 4.0481 -6.5912  C125 1.086
134 H 7.0863 5.3999 -4.9041  C126 1.080
135 H 6.5006 6.2459 -6.3488  C126 1.091
136 C -2.8797 -7.5945 2.6354  C137 1.515, O142 1.436, H143 1.092, H144 1.086
137 C -1.5620 -6.8617 2.7816  C136 1.515, O138 1.434, H145 1.086, H146 1.092
138 O -1.7794 -5.6168 2.1048  C137 1.434, S139 1.600
139 S -3.3048 -5.1662 2.2744  O138 1.600, O140 1.417, O141 1.419, O142 1.599
140 O -3.4057 -4.2353 3.3381  S139 1.417
141 O -3.8171 -4.8778 0.9832  S139 1.419
142 O -3.8776 -6.5720 2.7767  C136 1.436, S139 1.599
143 H -2.9818 -8.0402 1.6440  C136 1.092
144 H -3.0212 -8.3595 3.3935  C136 1.086
145 H -0.7298 -7.3934 2.3293  C137 1.086
146 H -1.3340 -6.6492 3.8281  C137 1.092

## Properties
**Structure (SMILES)**: CC(=O)OCCCCCCCCBCCCCO.O=S1(=O)OCCO1.O=S1(=O)OCCO1.O=S1(=O)OCCO1.O=S1(=O)OCCO1.O=S1(=O)OCCO1.O=S1(=O)OCCO1.O=S1(=O)OCCO1.O=S1(=O)OCCO1.O=S1(=O)OCCO1
**Orbital gap**: 0.353 Eh

=====

Formula: C12H34BrO8
Source: the OMol25 dataset
Level of theory: ωB97M-V/def2-TZVPD

Each atom is followed by the atoms it is bonded to, with distances in Å.
Element x y z (Å)
1 Br 0.9400 -0.1137 -0.4234  no bonds
2 C 1.6638 -4.0840 1.5865  C3 1.530, H6 1.090, H7 1.090, H8 1.090
3 C 2.7195 -3.0740 2.0406  C2 1.530, C4 1.542, O5 1.393, H9 1.090
4 C 3.9545 -2.9320 1.1285  C3 1.542, H10 1.090, H11 1.090, H12 1.090
5 O 2.1415 -1.8103 2.1309  C3 1.393, H13 0.960
6 H 1.3580 -3.8198 0.5742  C2 1.090
7 H 0.7580 -4.0920 2.1927  C2 1.090
8 H 2.1630 -5.0497 1.5068  C2 1.090
9 H 3.0953 -3.3746 3.0186  C3 1.090
10 H 4.4689 -2.0046 1.3805  C4 1.090
11 H 3.6469 -2.9192 0.0829  C4 1.090
12 H 4.5740 -3.8255 1.2057  C4 1.090
13 H 1.8582 -1.3974 1.3119  O5 0.960
14 C -3.6448 0.0140 -1.9348  C15 1.523, H18 1.090, H19 1.090, H20 1.090
15 C -3.3874 0.3036 -0.4619  C14 1.523, C16 1.541, O17 1.418, H21 1.090
16 C -4.6496 0.4673 0.4069  C15 1.541, H22 1.090, H23 1.090, H24 1.090
17 O -2.7627 -0.8818 0.0015  C15 1.418, H25 0.960
18 H -4.3167 0.7779 -2.3261  C14 1.090
19 H -4.1576 -0.9343 -2.0960  C14 1.090
20 H -2.6890 0.1043 -2.4510  C14 1.090
21 H -2.7832 1.2058 -0.3661  C15 1.090
22 H -5.2225 -0.4594 0.4390  C16 1.090
23 H -5.1011 1.3398 -0.0655  C16 1.090
24 H -4.4507 0.6726 1.4587  C16 1.090
25 H -1.9190 -0.9707 -0.4477  O17 0.960
26 C 2.5599 3.7812 -1.2646  C27 1.546, O29 1.478, H30 1.090, H31 1.090
27 C 3.6938 4.8262 -1.1471  C26 1.546, O28 1.471, H32 1.090, H33 1.090
28 O 3.7421 5.5802 0.1145  C27 1.471, H34 0.960
29 O 2.6676 2.7546 -0.2075  C26 1.478, H35 0.960
30 H 2.5797 3.4524 -2.3037  C26 1.090
31 H 1.6286 4.3423 -1.1885  C26 1.090
32 H 3.5351 5.4828 -2.0025  C27 1.090
33 H 4.6430 4.2933 -1.2026  C27 1.090
34 H 4.4497 6.2250 0.1862  O28 0.960
35 H 2.4018 1.9307 -0.6226  O29 0.960
36 C -0.9394 2.1301 2.3954  C37 1.536, O39 1.442, H40 1.090, H41 1.090
37 C -1.0720 3.1847 3.5048  C36 1.536, O38 1.464, H42 1.090, H43 1.090
38 O 0.2215 3.2026 4.1900  C37 1.464, H44 0.960
39 O -0.1972 2.6476 1.2727  C36 1.442, H45 0.960
40 H -1.8414 1.7210 1.9403  C36 1.090
41 H -0.4584 1.2334 2.7860  C36 1.090
42 H -1.8916 2.9234 4.1741  C37 1.090
43 H -1.2594 4.2076 3.1782  C37 1.090
44 H 0.0198 2.9993 5.1063  O38 0.960
45 H 0.0263 1.8655 0.7630  O39 0.960
46 C -1.8548 -3.3595 -3.5656  C47 1.528, O49 1.404, H50 1.090, H51 1.090
47 C -0.6271 -3.1578 -2.6779  C46 1.528, O48 1.427, H52 1.090, H53 1.090
48 O -0.0004 -1.9247 -3.0296  C47 1.427, H54 0.960
49 O -2.5348 -4.5526 -3.2744  C46 1.404, H55 0.960
50 H -1.6089 -3.3036 -4.6260  C46 1.090
51 H -2.5442 -2.5398 -3.3630  C46 1.090
52 H -0.0343 -4.0659 -2.7887  C47 1.090
53 H -0.9222 -3.1554 -1.6286  C47 1.090
54 H 0.2197 -1.4370 -2.2325  O48 0.960
55 H -2.8593 -4.4295 -2.3793  O49 0.960

## Properties
**Orbital gap**: 0.323 Eh
**Energy above the lowest of the compared OMol25 structures with the same formula, charge and spin**: 0.0 kcal per mole
**Charge**: -1

=====

Formula: C4H13NO
Source: the OMol25 dataset
Level of theory: ωB97M-V/def2-TZVPD

Each atom is followed by the atoms it is bonded to, with distances in Å.
Element x y z (Å)
1 C -2.1169 -1.3687 0.3978  C2 1.522, H4 1.089, H5 1.089, H6 1.089
2 C -1.4619 -0.7951 -0.8507  C1 1.522, N3 1.467, H7 1.096, H8 1.089
3 N -0.0359 -1.1302 -0.9368  C2 1.467, H10 1.002, H11 1.005
4 H -3.1480 -1.0173 0.3937  C1 1.089
5 H -2.1341 -2.4560 0.4554  C1 1.089
6 H -1.6497 -0.9533 1.2895  C1 1.089
7 H -1.9909 -1.1731 -1.7329  C2 1.096
8 H -1.5658 0.2890 -0.8374  C2 1.089
9 H 0.5769 -0.4558 0.2718  O13 1.030
10 H 0.4494 -0.6732 -1.6850  N3 1.002
11 H 0.1909 -2.0997 -0.8023  N3 1.005
12 C 1.1988 1.2836 1.0997  O13 1.396, C14 1.531, H15 1.097, H16 1.102
13 O 0.9042 -0.0792 1.1733  H9 1.030, C12 1.396
14 C 2.0227 1.7010 -0.1211  C12 1.531, H17 1.089, H18 1.092, H19 1.091
15 H 1.7935 1.5154 1.9915  C12 1.097
16 H 0.2931 1.9094 1.1439  C12 1.102
17 H 2.2996 2.7456 0.0128  C14 1.089
18 H 1.4413 1.6505 -1.0439  C14 1.092
19 H 2.9326 1.1072 -0.2195  C14 1.091

## Properties
**Structure (SMILES)**: CCN.CCO
**Orbital gap**: 0.369 Eh
**Energy above the lowest of the compared OMol25 structures with the same formula, charge and spin**: 16.0 kcal per mole